Record 1
Formula: C2H5F2N
Source: OMol25
Level of theory: the ωB97M-V functional and the def2-TZVPD basis

Properties
LUMO level (spin up / spin down)   0.746 / 0.744 eV
Frontier orbital gap (spin up / spin down)   9.631 / 9.627 eV
Highest occupied orbital energy (spin up / spin down)   -8.9 / -8.9 eV
ΔE to the lowest compared entry with this formula, charge and spin   89.0 kcal per mole
E_tot   -9076.6320 eV

Each line ends with the Löwdin charge.
Cartesian coordinates (Å):
N -0.60814 0.76601 -0.26670  -0.01
F 1.34869 -1.00740 0.14112  0.09
F 2.42536 0.87824 0.37240  0.06
H -0.62177 1.48600 0.34475  -0.02
H -0.90800 -0.69500 1.19212  0.05
H -1.23058 -1.29457 -0.43821  0.08
H 1.61402 0.33991 -1.38982  0.11
H -2.28269 -0.23949 0.15464  0.06
C -1.24922 -0.41368 0.24044  -0.23
C 1.51232 0.17997 -0.35074  -0.20

Record 2
Formula: C5H7N2P
Source: OMol25
Level of theory: the ωB97M-V functional and the def2-TZVPD basis

Properties
LUMO level (spin up / spin down)   -0.684 / -0.479 eV
Frontier orbital gap (spin up / spin down)   6.902 / 7.282 eV
Highest occupied orbital energy (spin up / spin down)   -7.6 / -7.8 eV
ΔE to the lowest compared entry with this formula, charge and spin   138.4 kcal per mole
E_tot   -17560.7176 eV

Each line ends with the Löwdin charge.
Cartesian coordinates (Å):
H -1.23689 1.37035 2.30660  0.09
C 0.17878 -0.15036 1.53687  -0.33
P 0.08741 -1.69116 -4.41529  0.75
C -0.48917 0.69391 2.59598  -0.10
H 0.40770 -1.21781 2.00537  0.18
C 0.03643 -0.04110 0.11398  0.02
N -0.64657 0.00215 -2.28223  -0.02
N -0.62660 -0.45429 -3.47901  -0.42
C 0.95080 0.96449 2.16728  -0.14
H -0.92826 0.16856 -4.17728  0.03
H 0.12543 -2.53942 -3.37035  -0.22
H 1.18872 1.93476 1.62902  0.12
H -0.60093 0.26055 3.48749  0.05
H 1.78438 0.83757 2.95483  0.12
C -0.23123 -0.13822 -1.07327  -0.11